Formula: C38H65N7O7PZr
Source: the Open Molecules 2025 dataset
Level of theory: ωB97M-V/def2-TZVPD

Last column: Mulliken charge in e.
Element x y z (Å)
1 C 4.43144 -3.61080 2.86389  -2.12
2 C -2.93506 1.78193 -3.70743  -0.39
3 H -0.55048 8.89263 -3.21555  0.30
4 O -3.03826 -0.35855 0.71487  -0.34
5 H -4.99227 -0.89056 0.76212  0.31
6 N 2.41369 0.89502 -0.52381  -0.25
7 H -0.88232 -2.68066 -0.86314  0.23
8 C -1.99128 -1.32803 4.31609  2.08
9 H -2.11706 -1.74186 -0.23817  0.36
10 H 2.40237 1.28225 -1.45810  0.26
11 C 4.74190 -4.37852 -0.44433  -1.99
12 C 0.68234 4.95396 -2.89920  -0.30
13 H -1.57565 -1.60274 6.41042  0.43
14 N 1.64969 -1.66627 0.39893  -0.07
15 H -0.19529 -3.25649 1.11008  -0.01
16 H 1.52683 -6.59274 1.12940  0.53
17 C 3.47916 -2.73606 -1.85179  -2.03
18 C -1.79882 2.14783 -3.00031  -1.32
19 C 2.13078 -2.96251 3.53774  -2.32
20 C 1.98337 4.81783 -3.38199  -0.63
21 H 1.10207 9.49837 -3.04760  0.38
22 H -2.24854 -3.46344 3.98334  0.31
23 H -3.45549 -2.72669 5.05305  0.43
24 H 0.40759 1.43743 -4.19800  -0.05
25 H 2.72906 -1.94336 -1.84715  0.49
26 C 2.23186 7.19775 -3.44225  -0.83
27 H 4.45803 -0.90119 2.08347  0.25
28 H 5.59071 -4.30713 -1.13280  0.55
29 H -1.55655 5.45498 -1.63232  0.14
30 H 2.82873 8.07595 -3.66086  0.33
31 H -1.14774 7.12019 -1.19783  0.53
32 C 0.16366 6.23349 -2.64807  0.98
33 H 3.15877 -5.97407 0.89462  0.23
34 C -1.17923 3.37525 -3.31817  0.67
35 H 5.32619 -3.37771 2.28840  0.34
36 C -1.19145 6.40274 -2.01953  -1.63
37 N -1.64338 -1.38730 -2.18443  -0.71
38 O 2.58736 2.38386 2.62030  -0.79
39 O -0.81337 -0.24341 -3.97696  -0.46
40 H 0.04399 0.47977 -5.64595  0.32
41 C 3.24997 -2.70033 2.51962  2.93
42 H 5.79477 -1.94697 -0.91502  0.67
43 H 1.23352 -2.40227 3.27494  0.12
44 H 0.23588 -4.30817 2.45302  0.26
45 C 4.00532 -3.03621 -0.43387  2.81
46 H 2.86128 -0.01623 -0.45811  0.02
47 C -1.01186 -1.49245 5.48255  -1.66
48 H 5.13648 -4.65020 0.53581  0.26
49 C 1.55111 -4.48847 0.69716  2.73
50 P 2.53420 -2.85880 0.77319  -1.02
51 H 4.11199 -5.19278 -0.79848  0.30
52 N -1.28775 -1.75350 -0.83060  -0.30
53 C -1.69964 4.14348 -4.37000  -0.68
54 H 4.60362 -0.95334 -0.08481  0.17
55 N -0.05837 3.79288 -2.62406  1.37
56 O -2.45711 0.93498 -1.09549  -0.45
57 C -1.29774 1.17997 -1.92925  2.75
58 C 0.18826 -4.24272 1.36824  -1.81
59 H -2.59336 -1.03231 -2.13390  0.37
60 H 0.21701 8.91126 -1.63769  0.33
61 H -3.52290 0.05544 3.64586  0.14
62 H -2.25233 0.80969 4.61274  0.34
63 C -3.46795 2.55850 -4.72515  -0.90
64 H 4.68307 -3.47166 3.92050  0.53
65 Zr 0.24827 -0.07042 0.00311  0.81
66 H 5.56924 -2.11568 0.82139  0.31
67 H 3.83463 1.91864 0.57145  0.27
68 C -0.75870 -0.25574 -2.56592  0.70
69 H 4.31799 -2.43069 -2.48466  0.50
70 H -3.47320 -0.20618 5.40462  0.48
71 H -1.92556 6.77449 -2.73936  0.34
72 C -2.24834 1.90267 1.09526  -2.00
73 H -1.19592 5.05905 -4.65073  0.51
74 H 0.90795 -3.85910 -1.29526  0.34
75 H -3.53787 -2.46105 3.30043  0.30
76 H -4.67500 0.72241 1.43207  0.28
77 H 3.95320 -1.08450 3.75861  0.57
78 H -0.38645 -2.37523 5.34588  0.31
79 O 0.47116 -0.50051 -2.07597  -0.28
80 C -2.82822 3.74123 -5.06127  -0.93
81 N -0.66143 -1.03705 2.08869  0.55
82 H 2.78133 -0.58117 2.53247  0.21
83 C 0.94354 7.35725 -2.94686  1.15
84 O -0.28348 1.65235 -1.14974  -1.52
85 H -3.20445 4.35885 -5.86878  0.37
86 H 0.29040 3.09399 -1.96379  -0.41
87 H -3.40989 0.84281 -3.45361  0.33
88 H -1.47429 2.61475 0.81410  0.22
89 C 3.63877 -1.22699 2.72016  -2.01
90 C 0.40058 8.73985 -2.70097  -1.49
91 H 1.20511 -0.13124 -4.43315  0.17
92 N 2.83852 1.81347 0.44271  -0.36
93 C 2.10666 1.81601 1.65249  0.34
94 H -4.35369 2.23432 -5.25623  0.41
95 C 2.75995 5.93159 -3.64287  -0.88
96 C -2.07194 0.63843 0.26990  2.93
97 C 1.25037 -4.76193 -0.78530  -2.02
98 H 0.46350 -5.51868 -0.85457  0.63
99 C 0.27460 0.42144 -4.58220  -0.40
100 C 5.04551 -1.94826 -0.11815  -2.07
101 H -0.51972 -5.00346 1.02518  0.58
102 H -2.13439 1.68173 2.16013  0.03
103 O 0.97010 1.21421 1.58048  -0.77
104 H 3.02589 -3.60714 -2.31926  0.28
105 H 2.11589 -5.14801 -1.32134  0.33
106 H -0.36192 -0.62179 5.56764  0.39
107 H 2.47104 -2.61798 4.51937  0.73
108 H 2.36199 3.81927 -3.56228  0.47
109 C -2.86335 -2.57803 4.14858  -1.56
110 H 2.29482 -5.64736 2.39808  0.32
111 H 3.76898 5.81504 -4.01829  0.38
112 H -4.63699 0.47304 -0.32601  0.20
113 C -4.39871 0.01833 0.63829  -1.05
114 H -3.22150 2.38138 0.92623  0.51
115 C -2.86704 -0.08372 4.50505  -1.50
116 H 1.88397 -4.02041 3.63032  0.20
117 H 4.20039 -4.66681 2.71796  0.30
118 C -1.22542 -1.15456 3.07594  -1.00
119 C 2.18383 -5.73635 1.31691  -1.97

Atomic forces in eV per Å
0.0 0.0 0.0
0.0 0.0 0.0
0.0 0.0 0.0
0.0 0.0 0.0
0.0 0.0 0.0
-0.1 0.0 0.0
0.0 0.0 0.0
0.0 0.0 0.0
0.0 0.0 0.0
0.0 0.0 0.0
0.0 0.0 0.0
0.0 0.0 0.0
0.0 0.0 0.0
-0.1 0.3 0.1
0.0 0.0 0.0
0.0 0.0 0.0
0.0 0.0 0.0
0.0 0.0 0.0
0.0 0.0 0.0
0.0 0.0 0.0
0.0 0.0 0.0
0.0 0.0 0.0
0.0 0.0 0.0
0.0 0.0 0.0
0.0 0.0 0.0
0.0 0.0 0.0
0.0 0.0 0.0
0.0 0.0 0.0
0.0 0.0 0.0
0.0 0.0 0.0
0.0 0.0 0.0
0.0 0.0 0.0
0.0 0.0 0.0
0.0 0.0 0.0
0.0 0.0 0.0
0.0 0.0 -0.1
0.0 0.0 0.0
0.0 0.0 0.0
0.0 -0.1 0.0
0.0 0.0 0.0
0.0 0.0 0.0
0.0 0.0 0.0
0.0 0.0 0.0
0.0 0.0 0.0
0.0 0.0 0.0
0.1 0.1 -0.1
0.0 0.0 0.0
0.0 0.0 -0.1
0.0 0.0 0.0
0.0 -0.1 0.0
0.0 0.0 0.0
0.1 -0.1 0.0
0.0 0.0 0.0
0.0 0.0 0.0
0.0 -0.2 0.1
0.0 0.0 0.0
0.0 0.1 0.0
0.0 0.0 0.0
0.0 0.0 0.0
0.0 0.0 0.0
0.0 0.0 0.0
0.0 0.0 0.0
0.0 0.0 0.0
0.0 0.0 0.0
0.3 -0.5 0.2
0.0 0.0 -0.1
0.0 0.0 0.0
0.0 0.0 0.0
0.0 0.0 0.0
0.0 0.0 0.0
0.0 0.0 0.0
0.0 0.0 0.0
0.0 0.0 0.0
0.0 0.0 0.0
0.0 0.0 0.0
0.0 0.0 0.0
0.0 0.0 0.0
0.0 0.0 0.0
0.0 0.0 0.1
0.0 0.0 0.0
0.0 0.2 -0.1
0.0 0.0 0.0
0.0 0.0 0.0
0.1 0.2 -0.1
0.0 0.0 0.0
-0.1 0.1 0.0
0.0 0.0 0.0
0.0 0.0 0.0
0.0 0.0 0.0
0.0 0.0 0.0
0.0 0.0 0.0
0.0 0.0 0.0
0.0 0.1 -0.1
0.0 0.0 0.0
0.0 0.0 0.0
0.0 0.0 0.1
0.0 0.0 0.0
0.0 0.0 0.0
0.0 0.0 0.0
0.0 0.0 0.0
0.0 0.0 0.0
0.0 0.0 0.0
-0.1 0.0 0.1
0.0 0.0 0.0
0.0 0.0 0.0
0.0 0.0 0.0
0.0 0.0 0.0
0.0 0.0 0.0
0.0 0.0 0.0
0.0 0.0 0.0
0.0 0.0 0.0
0.0 0.0 0.0
0.0 0.0 0.0
0.0 0.0 0.0
0.0 0.0 0.0
0.0 0.0 0.0
0.0 0.0 0.0
0.0 -0.1 -0.1
0.0 0.0 0.0

Output
* E_LUMO: 2.26 eV
* energy: -2785.56236 a.u.
* net charge: -1
* orbital gap: 6.7145 eV
* F_max: 0.0119 hartree/bohr
* E_HOMO: -4.45 eV